Entry 1:
Here is a structure of composition C41H57F9GeN2O5PS3Ti in a non-equilibrium geometry from the Open Molecules 2025 dataset. Energies are from ωB97M-V/def2-TZVPD.

Positions of all 120 atoms, in Å:
Ti 1.073 -0.046 -0.064
C -2.497 3.862 0.012
C -1.830 3.673 1.366
C -2.839 3.277 2.433
C -1.102 4.942 1.789
O -0.906 2.549 1.228
Ge 0.872 2.818 1.121
O 1.080 1.813 -0.716
C 1.870 2.488 -1.771
C 2.287 3.882 -1.322
C 3.109 1.647 -2.040
C 0.979 2.628 -2.998
O 1.237 0.776 1.666
C 2.123 0.818 2.863
C 3.471 1.393 2.463
C 1.432 1.648 3.934
C 2.268 -0.623 3.323
H -3.273 4.626 0.065
H -1.768 4.173 -0.740
H -2.963 2.926 -0.301
H -3.540 4.092 2.617
H -3.409 2.405 2.113
H -2.332 3.055 3.373
H -1.833 5.729 1.975
H -0.543 4.797 2.717
H -0.420 5.318 1.021
H 2.983 3.861 -0.484
H 2.789 4.374 -2.155
H 1.427 4.503 -1.056
H 3.707 1.553 -1.130
H 2.863 0.649 -2.408
H 3.742 2.124 -2.791
H 0.075 3.189 -2.753
H 1.507 3.171 -3.783
H 0.701 1.665 -3.415
H 3.423 2.453 2.213
H 4.163 1.285 3.299
H 3.893 0.854 1.612
H 1.475 2.721 3.738
H 0.391 1.342 4.043
H 1.932 1.486 4.890
H 2.632 -1.241 2.501
H 2.996 -0.696 4.133
H 1.317 -1.023 3.669
C -0.102 -0.651 -5.281
O 0.692 -0.775 -4.076
C 0.140 -0.536 -2.929
O 0.825 -0.704 -1.905
N -1.127 -0.133 -2.821
N -1.495 0.308 -1.548
H 0.548 -0.995 -6.076
H -0.363 0.395 -5.441
H -0.984 -1.288 -5.213
H -1.664 0.137 -3.632
H -2.387 -0.067 -1.246
H -1.498 1.321 -1.492
C -5.296 -1.745 -0.492
C -5.370 -0.437 0.278
S -3.761 0.334 0.591
C -3.364 -0.329 2.230
C -1.880 -0.391 2.548
S -0.860 -1.483 1.520
C -1.895 -2.944 1.243
C -2.778 -3.018 -0.007
S -4.553 -3.148 0.376
H -4.773 -1.606 -1.440
H -6.305 -2.076 -0.744
H -5.894 -0.556 1.226
H -5.935 0.297 -0.300
H -3.824 -1.312 2.314
H -3.824 0.316 2.981
H -1.787 -0.747 3.577
H -1.412 0.592 2.478
H -2.487 -3.065 2.152
H -1.182 -3.766 1.244
H -2.511 -3.924 -0.551
H -2.603 -2.178 -0.675
F 3.737 -6.087 5.447
C 4.255 -6.341 4.239
F 3.974 -7.615 3.930
F 5.587 -6.231 4.328
C 3.709 -5.407 3.186
C 4.266 -5.452 1.912
C 3.780 -4.617 0.926
C 2.744 -3.725 1.213
C 2.183 -3.700 2.484
C 2.665 -4.544 3.475
P 2.070 -2.692 -0.103
C 3.532 -2.194 -1.064
C 4.424 -1.388 -0.344
C 5.529 -0.832 -0.956
C 5.752 -1.071 -2.308
C 4.904 -1.901 -3.021
C 3.798 -2.467 -2.397
C 6.910 -0.381 -2.981
F 8.039 -0.527 -2.280
F 6.663 0.944 -3.072
F 7.121 -0.837 -4.218
C 1.041 -3.852 -1.061
C 0.838 -3.757 -2.439
C -0.039 -4.614 -3.080
C -0.732 -5.573 -2.354
C -0.519 -5.703 -0.994
C 0.369 -4.850 -0.354
C -1.743 -6.433 -3.067
F -1.269 -6.872 -4.239
F -2.108 -7.488 -2.338
F -2.854 -5.714 -3.331
H 5.075 -6.137 1.699
H 4.215 -4.652 -0.065
H 1.346 -3.044 2.700
H 2.232 -4.528 4.466
H 4.267 -1.216 0.716
H 6.216 -0.217 -0.389
H 5.107 -2.116 -4.061
H 3.168 -3.134 -2.973
H 1.370 -3.029 -3.027
H -0.176 -4.551 -4.152
H -1.031 -6.475 -0.434
H 0.549 -4.989 0.703

The spin multiplicity is 2. As for the expectation value of S²: 0.75. The total charge is +2. The total energy is -7443.0302 Ha. The calculation puts the frontier orbital gap (spin up / spin down) at 0.26435 / 0.27795 Eh. As for the energy relative to the best compared isomer or geometry (same formula, charge and spin): 16.7 kcal/mol.



Entry 2:
Here is a structure of composition C41H57N4O8P2SeW in a non-equilibrium geometry from the Open Molecules 2025 dataset. Energies are from ωB97M-V/def2-TZVPD.

Positions of all 114 atoms, in Å:
W 1.165 -0.007 -0.269
C -5.427 -2.286 -3.604
C -4.184 -2.597 -4.450
C -4.187 -1.714 -5.705
C -4.246 -4.060 -4.888
C -2.938 -2.294 -3.618
C -2.699 -0.978 -3.194
C -1.595 -0.773 -2.427
Se -0.807 1.419 -0.685
C -0.667 2.328 0.968
C -1.548 3.341 1.335
C -1.320 4.049 2.502
C -0.155 3.762 3.228
C 0.757 2.774 2.884
C 0.424 2.004 1.763
O 1.129 0.900 1.399
C 2.059 2.552 3.655
C 2.198 3.539 4.815
C 3.243 2.772 2.701
C 2.118 1.123 4.232
C -2.283 5.113 3.025
C -3.448 5.352 2.065
C -1.541 6.440 3.227
C -2.851 4.636 4.370
C -0.705 -1.730 -2.021
O 0.343 -1.384 -1.195
C -0.904 -3.049 -2.436
C -2.034 -3.279 -3.228
C 0.048 -4.178 -2.029
C 0.009 -4.351 -0.502
C -0.352 -5.512 -2.663
C 1.475 -3.854 -2.494
H -6.332 -2.497 -4.176
H -5.456 -1.238 -3.302
H -5.444 -2.897 -2.699
H -5.054 -1.950 -6.325
H -3.288 -1.881 -6.301
H -4.238 -0.653 -5.457
H -5.147 -4.219 -5.482
H -4.292 -4.739 -4.036
H -3.388 -4.334 -5.506
H -3.367 -0.167 -3.455
H -2.388 3.569 0.694
H 0.041 4.348 4.113
H 2.140 4.575 4.479
H 3.173 3.398 5.284
H 1.436 3.379 5.581
H 3.234 3.792 2.309
H 3.216 2.085 1.855
H 4.183 2.623 3.236
H 1.131 0.777 4.548
H 2.776 1.096 5.102
H 2.516 0.420 3.502
H -3.105 5.737 1.103
H -4.126 6.090 2.495
H -4.023 4.441 1.889
H -1.069 6.767 2.298
H -0.767 6.364 3.992
H -2.241 7.215 3.543
H -3.394 3.696 4.249
H -3.542 5.379 4.773
H -2.060 4.478 5.105
H -2.214 -4.290 -3.555
H -0.989 -4.651 -0.175
H 0.274 -3.435 0.025
H 0.712 -5.133 -0.204
H -1.330 -5.853 -2.321
H 0.380 -6.270 -2.381
H -0.364 -5.455 -3.753
H 1.863 -2.943 -2.043
H 1.514 -3.732 -3.579
H 2.141 -4.677 -2.223
N 3.357 2.464 -4.327
C 3.553 1.724 -3.022
C 5.025 1.446 -2.764
P 2.692 2.725 -1.734
O 3.873 3.559 -1.052
O 1.735 3.598 -2.451
O 2.250 1.718 -0.681
P 2.601 0.151 -3.201
O 1.081 0.679 -3.177
O 2.913 -0.426 -4.522
O 2.770 -0.493 -1.838
H 4.154 3.060 -4.548
H 2.520 3.064 -4.192
H 3.223 1.777 -5.080
H 5.597 2.372 -2.692
H 5.447 0.812 -3.546
H 5.122 0.923 -1.814
H 3.614 4.476 -0.894
H 0.589 0.679 -4.005
C 3.673 -3.565 0.632
C 3.505 -2.305 0.102
N 2.741 -1.376 0.711
C 2.118 -1.741 1.836
C 2.119 -3.022 2.376
C 2.967 -3.938 1.772
C 1.367 -3.289 3.611
C 0.257 -2.691 4.052
C -0.835 -1.937 3.385
C -1.817 -1.408 4.213
C -2.987 -0.963 3.619
N -3.220 -1.126 2.324
C -2.203 -1.602 1.611
N -0.991 -1.923 2.053
H 4.340 -4.259 0.141
H 3.982 -2.000 -0.816
H 1.649 -0.941 2.388
H 3.078 -4.936 2.178
H 1.807 -4.029 4.271
H -0.022 -2.922 5.074
H -1.679 -1.372 5.285
H -3.772 -0.497 4.205
H -2.382 -1.740 0.553

The spin multiplicity is 3. As for the expectation value of S²: 2.06. The total charge is +1. The total energy is -5568.7307 Ha. The calculation puts the frontier orbital gap (spin up / spin down) at 0.22787 / 0.25447 Eh. As for the energy relative to the best compared isomer or geometry (same formula, charge and spin): 50.1 kcal/mol.



Entry 3:
Here is a structure of composition C41H58N5O2PbSe from the Open Molecules 2025 dataset. Energies are from ωB97M-V/def2-TZVPD.

Positions of all 108 atoms, in Å:
Pb 0.847 0.110 0.185
C -0.767 3.002 0.036
N -0.967 1.759 0.810
C -0.826 2.066 2.243
C -2.316 1.210 0.557
C -2.467 0.529 -0.793
N -1.661 -0.692 -0.884
C -2.310 -1.769 -0.116
C -1.504 -3.027 0.065
C -1.905 -4.193 -0.507
C -1.231 -5.411 -0.260
C -0.095 -5.388 0.568
C 0.378 -4.251 1.184
C -0.378 -3.016 0.987
O -0.096 -1.950 1.581
C 1.637 -4.272 2.045
C 1.295 -3.907 3.501
C 2.309 -5.648 2.057
C 2.651 -3.266 1.473
C -1.775 -6.692 -0.863
C -0.881 -7.903 -0.587
C -1.919 -6.526 -2.387
C -3.162 -6.952 -0.244
C -1.496 -1.168 -2.269
C -1.111 -0.179 -3.345
C -1.750 -0.262 -4.543
C -1.377 0.525 -5.659
C -0.292 1.406 -5.525
C 0.412 1.556 -4.352
C -0.032 0.783 -3.193
O 0.482 0.988 -2.070
C 1.593 2.513 -4.232
C 1.249 3.649 -3.245
C 1.943 3.153 -5.578
C 2.841 1.753 -3.739
C -2.154 0.380 -6.954
C -1.620 1.282 -8.068
C -3.626 0.748 -6.686
C -2.070 -1.083 -7.427
H -1.555 3.725 0.279
H -0.784 2.796 -1.033
H 0.204 3.427 0.277
H -1.571 2.803 2.560
H 0.170 2.468 2.429
H -0.963 1.157 2.831
H -3.053 2.019 0.621
H -2.543 0.510 1.361
H -2.150 1.211 -1.581
H -3.533 0.316 -0.959
H -3.258 -2.032 -0.607
H -2.550 -1.395 0.878
H -2.771 -4.183 -1.161
H 0.432 -6.314 0.725
H 0.644 -4.665 3.943
H 0.799 -2.941 3.564
H 2.216 -3.867 4.088
H 1.668 -6.412 2.504
H 3.215 -5.588 2.661
H 2.601 -5.971 1.054
H 2.252 -2.254 1.474
H 2.933 -3.535 0.451
H 3.555 -3.272 2.087
H 0.125 -7.765 -0.992
H -1.314 -8.781 -1.068
H -0.806 -8.118 0.481
H -0.961 -6.274 -2.845
H -2.642 -5.752 -2.649
H -2.269 -7.464 -2.822
H -3.091 -7.064 0.840
H -3.579 -7.873 -0.657
H -3.859 -6.138 -0.459
H -2.433 -1.638 -2.600
H -0.746 -1.965 -2.246
H -2.571 -0.963 -4.646
H 0.000 1.991 -6.382
H 0.354 4.187 -3.573
H 2.080 4.354 -3.208
H 1.093 3.268 -2.238
H 1.133 3.783 -5.957
H 2.195 2.405 -6.334
H 2.815 3.792 -5.440
H 2.689 1.323 -2.752
H 3.678 2.449 -3.671
H 3.109 0.957 -4.440
H -1.678 2.339 -7.799
H -2.226 1.136 -8.963
H -0.586 1.039 -8.325
H -3.713 1.780 -6.339
H -4.079 0.094 -5.937
H -4.199 0.648 -7.610
H -1.032 -1.379 -7.597
H -2.613 -1.191 -8.367
H -2.510 -1.775 -6.707
Se 4.281 3.910 -0.525
C 3.009 2.796 -0.060
N 2.162 2.045 0.267
N 5.216 -0.217 7.034
C 4.576 -0.125 6.085
C 3.766 -0.023 4.896
C 4.348 0.268 3.668
C 3.529 0.346 2.557
N 2.212 0.141 2.611
C 1.663 -0.139 3.794
C 2.393 -0.225 4.965
H 5.412 0.440 3.584
H 3.938 0.602 1.586
H 0.595 -0.326 3.802
H 1.911 -0.452 5.906

The total charge is +1. The total energy is -4615.4462 Ha. The calculation puts the frontier orbital gap (spin up / spin down) at 0.18167 / 0.18125 Eh. As for the energy relative to the best compared isomer or geometry (same formula, charge and spin): 0.0 kcal/mol.



Entry 4:
Here is a cluster of 15 separate species, C41H59BrClN14O5PS in total in a non-equilibrium geometry from the Open Molecules 2025 dataset. Energies are from ωB97M-V/def2-TZVPD.

Positions of all 123 atoms, in Å:
C 5.438 -1.728 -1.322
C 5.020 -0.269 -1.439
O 3.650 -0.199 -1.021
C 3.054 1.037 -1.350
C 2.207 1.520 -0.171
O 1.193 2.450 -0.567
C 0.068 1.916 -1.082
C -0.385 2.235 -2.297
S 0.621 3.024 -3.503
C -1.818 1.961 -2.615
O -2.260 2.155 -3.733
C -2.763 1.556 -1.502
C -4.225 1.511 -1.780
C -4.680 0.261 -2.599
C -5.409 -0.778 -1.784
Cl -3.357 -0.597 -3.462
C -2.234 1.299 -0.293
P -3.108 1.424 1.326
O -1.921 1.078 2.386
Br -4.601 -0.214 1.621
C -0.786 0.948 -0.324
O -0.371 -0.099 0.145
H 5.613 -2.169 -2.301
H 4.647 -2.305 -0.863
H 6.359 -1.831 -0.764
H 5.587 0.348 -0.747
H 5.106 0.088 -2.462
H 3.849 1.759 -1.515
H 2.423 0.976 -2.237
H 1.850 0.671 0.401
H 2.875 2.066 0.485
H 0.208 2.425 -4.631
H -4.478 2.376 -2.389
H -4.816 1.585 -0.875
H -5.376 0.614 -3.344
H -6.234 -0.324 -1.254
H -4.709 -1.281 -1.129
H -5.814 -1.538 -2.438
H -1.675 0.147 2.217
C -4.945 -4.153 0.857
C -6.011 -3.549 0.078
N -6.825 -3.065 -0.570
H -4.832 -3.661 1.822
H -5.142 -5.206 1.049
H -3.995 -4.090 0.347
C 4.433 5.153 1.230
C 5.002 3.872 0.846
N 5.440 2.855 0.544
H 4.539 5.321 2.293
H 4.932 5.971 0.708
H 3.375 5.200 0.991
C 6.446 0.299 2.542
C 7.000 -0.987 2.152
N 7.439 -2.001 1.844
H 6.555 0.462 3.614
H 6.945 1.118 2.029
H 5.385 0.361 2.303
C 3.219 7.671 4.829
C 2.751 6.673 3.882
N 2.381 5.884 3.136
H 4.222 7.443 5.182
H 3.246 8.661 4.374
H 2.567 7.723 5.700
C -0.740 -1.079 -6.147
C -0.428 -2.157 -7.071
N -0.182 -3.003 -7.806
H -1.049 -1.465 -5.178
H 0.124 -0.435 -5.987
H -1.551 -0.457 -6.524
C -0.961 -3.741 -1.117
C -1.547 -4.550 -0.060
N -2.020 -5.190 0.768
H -1.517 -3.854 -2.046
H -0.971 -2.685 -0.844
H 0.071 -4.033 -1.304
C 4.401 10.009 7.853
C 4.999 8.741 7.466
N 5.471 7.741 7.164
H 4.482 10.165 8.927
H 4.897 10.841 7.355
H 3.345 10.041 7.589
C -0.117 -3.031 3.815
C -1.045 -2.336 2.944
N -1.784 -1.787 2.260
H -0.036 -2.526 4.777
H -0.451 -4.052 3.995
H 0.877 -3.073 3.371
C 9.330 -3.602 4.484
C 10.185 -3.037 5.514
N 10.861 -2.591 6.327
H 8.449 -4.070 4.919
H 8.989 -2.836 3.788
H 9.858 -4.360 3.908
C -3.664 -0.575 -8.835
C -4.180 -0.191 -7.529
N -4.576 0.112 -6.496
H -2.979 -1.419 -8.752
H -4.472 -0.866 -9.504
H -3.125 0.250 -9.299
C -8.536 -3.439 2.842
C -7.296 -3.700 3.559
N -6.317 -3.905 4.120
H -9.125 -2.669 3.338
H -8.338 -3.104 1.824
H -9.151 -4.335 2.779
C -8.938 -1.430 -4.520
C -8.323 -0.396 -3.708
N -7.837 0.427 -3.075
H -8.185 -2.098 -4.937
H -9.627 -2.035 -3.933
H -9.493 -0.990 -5.352
C -9.452 1.669 -8.014
C -10.027 0.426 -7.529
N -10.474 -0.559 -7.146
H -9.604 1.775 -9.087
H -9.910 2.526 -7.523
H -8.381 1.703 -7.820
C 11.373 -5.816 8.460
C 10.844 -6.791 7.520
N 10.427 -7.555 6.774
H 12.378 -6.084 8.781
H 11.420 -4.826 8.006
H 10.746 -5.747 9.347

The total energy is -6514.0603 Ha. The calculation puts the frontier orbital gap at 0.28370 Eh.